This record from the Open Molecules 2025 dataset describes C40H44Br2InN8O4PS as an isolated structure. The level of theory is wB97M-V/def2-TZVPD.

Net charge: 0
LUMO, Ha: 0.000
Strongest force on any atom, eV Å⁻¹: 0.64
Gap between HOMO and LUMO, eV: 7.2
HOMO level, Eh: -0.264

Cartesian coordinates (Å):
In  -0.04  -0.26  -0.17
Br  -2.93  -3.20  2.97
Br  -2.11  -7.35  -0.78
S  1.56  -1.58  1.37
P  1.93  2.35  1.32
O  -1.37  -1.61  0.97
O  2.02  -0.13  -1.31
O  -1.66  3.37  1.31
O  -1.03  1.28  0.92
N  -0.41  2.89  -3.55
N  -2.08  -0.23  -1.33
N  -3.76  -0.21  -2.97
N  3.67  -1.53  -0.44
N  3.88  -2.81  1.39
N  -0.30  -2.40  -1.45
N  0.01  1.38  -1.83
N  -1.96  1.26  -3.08
C  0.41  2.71  2.28
C  4.51  1.59  4.37
C  -1.12  -4.65  -1.08
C  -4.36  -1.42  -2.42
C  -0.93  -3.31  -0.66
C  1.27  5.79  -0.86
C  5.24  -1.03  -2.69
C  4.30  0.72  -4.63
C  1.11  4.78  0.09
C  3.45  -3.47  2.62
C  4.07  3.73  2.64
C  5.53  0.09  -4.80
C  -4.72  0.70  -3.59
C  3.11  -1.96  0.69
C  -2.35  -5.11  0.95
C  3.28  3.92  -0.52
C  2.41  5.86  -1.64
C  6.00  -0.77  -3.82
C  5.33  2.71  4.43
C  -1.47  -2.83  0.59
C  -0.60  -5.00  -2.35
C  3.25  2.60  2.57
C  4.01  -0.41  -2.52
C  3.55  0.47  -3.50
C  3.82  -2.67  3.87
C  3.48  1.54  3.44
C  -2.61  0.25  -2.38
C  0.13  -2.73  -2.65
C  2.12  3.84  0.27
C  -2.17  -3.79  1.35
C  5.10  3.77  3.57
C  3.13  -0.69  -1.33
C  -0.01  -4.05  -3.12
C  0.74  -1.69  -3.54
C  -0.76  1.84  -2.74
C  5.22  -3.16  0.94
C  -1.82  -5.54  -0.24
C  3.42  4.92  -1.46
C  -0.85  2.47  1.41
C  5.20  -4.35  -0.02
H  1.82  -1.84  -3.63
H  -4.99  -1.86  -3.18
H  0.37  3.46  -3.25
H  3.26  -1.74  3.89
H  4.32  4.97  -2.07
H  4.89  -2.44  3.87
H  2.37  -3.61  2.58
H  3.92  -4.45  2.65
H  -1.13  3.40  -4.04
H  5.82  -3.39  1.82
H  0.57  -0.70  -3.13
H  0.43  3.73  2.68
H  3.93  1.40  -5.39
H  -0.71  -6.02  -2.71
H  -5.44  0.10  -4.15
H  -3.58  -2.13  -2.17
H  6.14  2.75  5.14
H  6.96  -1.25  -3.95
H  0.37  -4.29  -4.11
H  2.53  6.65  -2.38
H  6.11  0.28  -5.69
H  0.37  2.00  3.10
H  4.06  3.18  -0.39
H  0.20  4.74  0.67
H  -2.67  -0.85  -0.78
H  2.84  0.67  3.38
H  6.22  -4.62  -0.31
H  -4.25  1.38  -4.30
H  3.91  4.57  1.98
H  0.48  6.52  -0.99
H  -2.41  1.60  -3.91
H  5.59  -1.71  -1.93
H  -4.97  -1.22  -1.53
H  0.31  -1.76  -4.54
H  0.87  1.91  -1.71
H  4.68  0.76  5.04
H  5.74  4.65  3.62
H  -5.27  1.28  -2.84
H  4.73  -5.21  0.45
H  5.65  -2.29  0.44
H  2.59  0.95  -3.36
H  -2.90  -5.79  1.58
H  4.64  -4.08  -0.92
H  3.58  -3.25  4.76